Density functional theory data (ωB97M-V/def2-TZVPD) for a structure of composition C32H28AsN7PtS2.

XYZ file:
```
71
C32H28AsN7PtS2 | the Open Molecules 2025 dataset | ωB97M-V/def2-TZVPD
Pt 0.432 -1.202 0.659
C -1.119 -4.949 2.646
C -0.960 -3.704 1.845
N -0.194 -2.724 2.219
N 0.440 -2.713 3.358
C 1.513 -2.002 3.568
N 2.101 -2.036 4.761
S 2.319 -1.042 2.355
C -1.570 -3.613 0.527
C -2.473 -4.571 0.052
C -2.820 -4.571 -1.286
C -2.285 -3.599 -2.122
C -1.488 -2.616 -1.559
N -1.143 -2.625 -0.282
H -0.518 -4.899 3.549
H -0.815 -5.810 2.055
H -2.161 -5.093 2.925
H 1.747 -2.636 5.488
H 2.992 -1.584 4.884
H -2.881 -5.311 0.718
H -3.470 -5.336 -1.680
H -2.483 -3.593 -3.181
H -1.089 -1.798 -2.150
S 1.979 -3.092 -0.442
C 2.779 -1.673 -0.625
N 3.276 -0.635 -0.764
C 2.227 0.052 -5.422
C 3.073 0.526 -4.433
C 2.605 0.704 -3.142
C 1.275 0.418 -2.839
C 0.423 -0.042 -3.837
C 0.895 -0.208 -5.128
As 0.596 0.750 -1.025
C 1.565 2.318 -0.448
C 2.792 2.353 0.184
C 3.341 3.577 0.546
C 2.657 4.754 0.271
C 1.432 4.729 -0.371
C 0.858 3.508 -0.733
C -0.432 3.320 -1.383
C -1.257 4.331 -1.880
C -2.449 4.002 -2.500
C -2.852 2.678 -2.608
C -2.050 1.663 -2.101
C -0.836 1.973 -1.522
H 2.601 -0.115 -6.420
H 4.103 0.754 -4.661
H 3.269 1.069 -2.372
H -0.624 -0.229 -3.626
H 0.227 -0.542 -5.906
H 3.317 1.427 0.381
H 4.296 3.606 1.045
H 3.082 5.697 0.574
H 0.925 5.658 -0.581
H -0.960 5.366 -1.808
H -3.072 4.781 -2.907
H -3.776 2.431 -3.105
H -2.376 0.633 -2.167
N -2.541 -0.891 2.475
C -1.759 0.140 2.876
C -2.090 0.899 4.017
C -1.254 1.912 4.417
C -0.100 2.171 3.676
C 0.158 1.386 2.576
N -0.645 0.395 2.178
H -3.454 -0.986 2.884
H -2.415 -1.237 1.537
H -2.994 0.668 4.560
H -1.503 2.512 5.280
H 0.572 2.962 3.957
H 1.041 1.553 1.972
```

As for the spin multiplicity: 1. The LUMO energy (alpha / beta) comes out at -8.38 / -8.38 eV. The calculation puts the molecular weight at 844.759 g/mol. As for the total charge: +2. The total energy comes out at -4770.421635 hartree.


Density functional theory data (ωB97M-V/def2-TZVPD) for a structure of composition C32H28AuF10P.

XYZ file:
```
72
C32H28AuF10P | the Open Molecules 2025 dataset | ωB97M-V/def2-TZVPD
Au -2.269 -0.066 0.372
C -3.092 3.005 3.503
C -3.141 1.651 2.778
C -2.809 0.517 3.745
C -2.187 1.717 1.611
H -3.780 3.005 4.353
H -3.369 3.826 2.837
H -2.081 3.201 3.881
H -4.158 1.508 2.401
H -1.781 0.623 4.116
H -2.896 -0.460 3.271
H -3.481 0.539 4.607
H -1.135 1.766 1.915
H -2.422 2.525 0.909
C -3.685 0.581 -1.098
H -4.562 0.949 -0.559
H -3.916 -0.307 -1.694
H -3.208 1.370 -1.685
F 4.797 1.598 -6.331
C 4.407 2.654 -5.590
F 5.515 3.205 -5.065
F 3.869 3.550 -6.441
C 3.423 2.244 -4.533
C 3.801 2.167 -3.202
C 2.880 1.758 -2.245
C 1.579 1.422 -2.610
C 1.214 1.515 -3.955
C 2.129 1.916 -4.915
P 0.284 0.796 -1.447
C 0.962 1.298 0.176
C 1.190 0.425 1.231
C 1.494 0.906 2.503
C 1.568 2.267 2.719
C 1.358 3.158 1.672
C 1.052 2.676 0.414
C 1.833 2.820 4.087
F 0.765 3.507 4.544
F 2.874 3.675 4.077
F 2.106 1.854 4.978
C 0.661 -1.001 -1.561
C -0.319 -1.834 -2.090
C -0.094 -3.200 -2.230
C 1.119 -3.731 -1.835
C 2.121 -2.911 -1.329
C 1.893 -1.553 -1.200
C 1.378 -5.208 -1.924
F 2.568 -5.456 -2.505
F 1.413 -5.770 -0.700
F 0.434 -5.844 -2.634
H 4.811 2.427 -2.913
H 3.186 1.708 -1.206
H 0.199 1.269 -4.253
H 1.841 1.988 -5.957
H 1.124 -0.646 1.078
H 1.663 0.216 3.320
H 1.424 4.225 1.850
H 0.869 3.375 -0.396
H -1.271 -1.412 -2.397
H -0.866 -3.847 -2.629
H 3.077 -3.338 -1.045
H 2.686 -0.912 -0.825
F -2.354 -5.914 2.554
C -2.310 -4.659 2.056
C -1.085 -4.109 1.740
C -1.053 -2.813 1.229
C -2.226 -2.068 1.037
C -3.443 -2.680 1.367
C -3.494 -3.976 1.876
H -0.178 -4.692 1.879
H -0.086 -2.399 0.957
H -4.380 -2.145 1.229
H -4.434 -4.455 2.127
```

The energy above the lowest of the compared OMol25 structures with the same formula, charge and spin is 245.0 kJ/mol. As for the spin multiplicity: 1. The LUMO energy (alpha / beta) comes out at -1.46 / -1.48 eV. The calculation puts the molecular weight at 830.497 g/mol. The total energy comes out at -2711.847370 hartree.


Density functional theory data (ωB97M-V/def2-TZVPD) for a structure of composition C32H28CrF6N4S4Si.

XYZ file:
```
76
C32H28CrF6N4S4Si | the Open Molecules 2025 dataset | ωB97M-V/def2-TZVPD
Cr 0.902 0.491 -0.509
S 0.966 3.175 -0.339
C -0.734 3.158 -0.341
N -1.473 2.079 -0.298
C -2.824 2.365 -0.390
C -3.850 1.419 -0.392
C -5.164 1.841 -0.510
C -5.482 3.197 -0.625
C -4.474 4.150 -0.621
C -3.155 3.727 -0.501
S -1.689 4.655 -0.488
H -3.599 0.369 -0.317
H -5.958 1.104 -0.524
H -6.515 3.505 -0.733
H -4.709 5.204 -0.718
F -4.349 -5.077 0.160
C -3.196 -4.403 -0.049
C -3.185 -3.023 -0.113
F -4.346 -2.351 0.031
C -2.007 -2.340 -0.324
F -2.104 -1.005 -0.413
C -0.761 -2.977 -0.454
S 0.754 -2.139 -0.657
C -0.831 -4.376 -0.398
F 0.291 -5.110 -0.529
C -2.003 -5.076 -0.205
F -2.000 -6.428 -0.161
C -1.919 -1.914 4.207
C -2.015 -0.406 3.968
C -0.784 0.133 3.308
N -0.558 0.011 2.059
N 0.666 0.525 1.673
C 1.337 1.035 2.650
N 2.521 1.714 2.505
S 0.493 0.949 4.154
H -2.819 -2.286 4.699
H -1.058 -2.157 4.832
H -1.802 -2.434 3.256
H -2.188 0.122 4.908
H -2.852 -0.187 3.304
H 2.684 1.883 1.512
H 3.315 1.238 2.918
F -4.479 1.644 -4.331
C -3.187 1.400 -3.935
C -2.784 0.100 -3.720
C -1.470 -0.139 -3.330
C -0.538 0.897 -3.150
C 0.837 0.629 -2.678
C -1.009 2.198 -3.388
C -2.321 2.458 -3.771
H -3.491 -0.711 -3.853
H -1.146 -1.158 -3.143
H 1.516 1.426 -2.997
H 1.200 -0.328 -3.058
H -0.325 3.028 -3.239
H -2.673 3.472 -3.932
C 4.505 1.906 -0.814
Si 3.449 0.295 -0.628
C 4.102 -0.698 -2.134
C 4.451 -0.582 0.786
C 5.331 0.095 1.646
C 5.974 -0.534 2.711
C 5.764 -1.886 2.947
C 4.915 -2.592 2.100
C 4.272 -1.952 1.047
H 5.580 1.689 -0.882
H 4.359 2.638 -0.007
H 4.196 2.412 -1.737
H 5.188 -0.851 -2.074
H 3.874 -0.162 -3.062
H 3.616 -1.677 -2.196
H 5.536 1.149 1.468
H 6.645 0.031 3.351
H 6.254 -2.383 3.777
H 4.740 -3.650 2.269
H 3.592 -2.525 0.422
```

The energy above the lowest of the compared OMol25 structures with the same formula, charge and spin is 41.7 kJ/mol. As for the expectation value of S²: 6.043. As for the spin multiplicity: 5. The LUMO energy (alpha / beta) comes out at 3.86 / 3.86 eV. The calculation puts the molecular weight at 790.942 g/mol. As for the total charge: -2. The total energy comes out at -4981.232009 hartree.